{"formula": "C33H40F5NO2P2Tl", "method": "ωB97M-V/def2-TZVPD", "gap_ev": [4.81, 5.57], "total_charge": 1, "e_tot_ev": -77306.246, "e_homo_ev": [-10.16, -10.46], "largest_force_ev_per_a": 0.61, "relative_energy_ev": 0.000, "species": ["Tl", "C", "C", "C", "P", "C", "C", "C", "C", "C", "C", "C", "C", "C", "C", "N", "C", "C", "C", "C", "C", "C", "C", "P", "C", "C", "C", "C", "C", "C", "H", "H", "H", "H", "H", "H", "H", "H", "H", "H", "H", "H", "H", "H", "H", "H", "H", "H", "H", "H", "H", "H", "H", "H", "H", "H", "H", "H", "H", "H", "H", "H", "H", "H", "H", "H", "H", "H", "H", "H", "O", "C", "F", "C", "C", "F", "C", "F", "C", "O", "C", "F", "C", "F"], "coordinates": [[1.0032, -0.5220, -0.2616], [-3.8519, 1.6335, -2.1973], [-3.1763, 0.3824, -1.6268], [-3.8830, -0.8932, -2.0787], [-1.3633, 0.3281, -1.9691], [-0.9052, -0.1355, -3.6949], [-0.5573, -1.6257, -3.7910], [-1.9256, 0.2607, -4.7672], [-0.7816, 2.0143, -1.7663], [-0.5185, 2.8969, -2.8126], [-0.1497, 4.2105, -2.5688], [0.0695, 5.1860, -3.6939], [0.0366, 4.6074, -1.2344], [-0.1872, 3.7513, -0.1833], [-0.6219, 2.4257, -0.4189], [-0.7409, 1.4517, 0.5504], [-1.0425, 1.7550, 1.8438], [-1.7084, 2.9517, 2.2197], [-1.7405, 3.3604, 3.5289], [-1.1358, 2.5902, 4.5301], [-1.1184, 3.0636, 5.9558], [-0.6314, 1.3341, 4.1811], [-0.6294, 0.8607, 2.8807], [-0.2357, -0.8795, 2.4442], [0.9953, -1.5213, 3.6763], [0.5871, -1.7160, 5.1401], [2.2869, -0.7030, 3.5585], [-1.8517, -1.6470, 2.9296], [-2.9753, -1.1330, 2.0256], [-1.7305, -3.1704, 2.8564], [-4.8670, 1.6788, -1.7958], [-3.9320, 1.5845, -3.2841], [-3.3399, 2.5569, -1.9270], [-3.1994, 0.4351, -0.5344], [-4.0239, -0.9067, -3.1602], [-4.8713, -0.9420, -1.6165], [-3.3354, -1.7801, -1.7813], [0.0131, 0.4395, -3.8435], [-1.4370, -2.2490, -3.6139], [0.2133, -1.9079, -3.0752], [-0.1798, -1.8449, -4.7928], [-2.8125, -0.3717, -4.7221], [-1.4714, 0.1167, -5.7504], [-2.2419, 1.3020, -4.6936], [-0.6407, 2.5744, -3.8412], [-0.3311, 4.8079, -4.6337], [1.1374, 5.3760, -3.8327], [-0.4039, 6.1447, -3.4765], [0.3924, 5.6133, -1.0335], [0.0487, 4.0610, 0.8262], [-2.1972, 3.5401, 1.4535], [-2.2320, 4.2916, 3.7918], [-0.9237, 4.1357, 6.0094], [-0.3640, 2.5394, 6.5424], [-2.0903, 2.8871, 6.4272], [-0.2639, 0.6971, 4.9738], [1.1961, -2.5106, 3.2552], [0.6995, -0.7989, 5.7205], [1.2381, -2.4630, 5.5992], [-0.4398, -2.0678, 5.2530], [2.1252, 0.3360, 3.8567], [2.6697, -0.7021, 2.5354], [3.0638, -1.1230, 4.1999], [-2.0413, -1.3357, 3.9595], [-2.7103, -1.2772, 0.9758], [-3.1825, -0.0749, 2.2031], [-3.8934, -1.6916, 2.2232], [-1.5304, -3.4941, 1.8317], [-2.6674, -3.6319, 3.1767], [-0.9358, -3.5570, 3.4977], [4.3673, -1.3283, -2.3629], [3.2603, -1.2333, -2.5187], [-0.6836, -7.3772, -1.3357], [-0.7732, -6.0644, -1.1621], [-1.9741, -5.4805, -0.8086], [-3.0467, -6.2440, -0.6224], [-2.0679, -4.1152, -0.6323], [-3.2441, -3.6197, -0.2216], [-0.9789, -3.2425, -0.8044], [-1.0491, -1.9405, -0.6033], [0.2154, -3.8940, -1.1415], [1.3314, -3.1431, -1.2796], [0.3334, -5.2545, -1.3210], [1.5089, -5.7825, -1.6461]], "forces_ev_per_a": [[-0.3, -0.1, 0.3], [0.0, 0.0, 0.0], [0.1, -0.1, 0.1], [0.0, 0.0, 0.0], [-0.1, 0.3, -0.5], [-0.1, -0.3, 0.1], [0.0, 0.0, -0.1], [0.0, 0.1, 0.0], [0.0, -0.1, 0.4], [0.0, 0.0, -0.1], [0.0, 0.0, 0.0], [0.1, -0.1, 0.1], [0.0, 0.0, -0.1], [0.0, -0.1, 0.1], [-0.1, 0.1, 0.0], [-0.1, 0.0, 0.0], [0.1, 0.2, -0.1], [0.1, 0.0, -0.1], [0.0, 0.0, 0.0], [0.0, 0.0, 0.1], [-0.1, 0.0, 0.0], [-0.1, -0.1, 0.1], [0.1, 0.1, -0.1], [0.2, 0.1, 0.2], [0.0, 0.2, 0.1], [-0.1, 0.0, 0.0], [-0.1, 0.0, 0.0], [0.1, -0.1, -0.2], [0.0, 0.0, 0.0], [0.0, 0.0, 0.0], [0.0, 0.0, 0.0], [0.0, 0.0, 0.1], [0.0, 0.0, 0.0], [0.0, 0.0, 0.0], [0.0, 0.0, 0.1], [0.0, 0.0, 0.0], [0.0, -0.1, 0.1], [0.1, 0.0, 0.0], [0.0, 0.0, 0.0], [0.0, 0.0, 0.0], [-0.1, 0.0, 0.0], [0.1, 0.0, 0.0], [0.0, 0.0, 0.0], [0.0, -0.1, 0.0], [0.0, 0.0, 0.1], [0.0, 0.0, 0.0], [-0.1, 0.0, 0.0], [0.0, 0.0, 0.0], [0.0, -0.1, 0.0], [0.0, 0.0, 0.0], [0.1, 0.0, 0.0], [0.0, -0.1, 0.0], [0.0, 0.0, 0.0], [0.0, 0.0, 0.0], [0.1, 0.0, 0.0], [0.0, 0.0, 0.0], [0.0, -0.1, 0.0], [0.0, -0.1, 0.0], [0.0, 0.0, 0.0], [0.1, 0.0, 0.0], [0.0, 0.0, 0.0], [0.0, 0.0, 0.0], [0.0, 0.0, 0.0], [0.0, 0.0, 0.1], [0.0, 0.0, 0.1], [0.0, 0.0, 0.0], [0.0, 0.0, 0.0], [0.0, 0.0, 0.1], [0.0, 0.0, 0.0], [0.0, 0.0, 0.0], [0.2, 0.0, 0.1], [0.0, 0.0, -0.2], [0.0, -0.1, 0.0], [0.0, 0.0, 0.0], [-0.1, 0.0, 0.0], [-0.1, 0.0, 0.0], [-0.1, 0.2, 0.1], [-0.1, 0.1, -0.1], [0.0, 0.2, 0.0], [0.1, -0.2, -0.1], [0.0, 0.1, 0.0], [0.1, 0.0, 0.0], [0.0, 0.0, 0.0], [0.1, -0.1, 0.0]]}

{"formula": "C33H40MnN3S7Si2", "method": "ωB97M-V/def2-TZVPD", "gap_ev": [5.77, 6.03], "total_charge": -1, "e_tot_ev": -162267.185, "e_homo_ev": [-3.88, -4.14], "largest_force_ev_per_a": 2.94, "multiplicity": 6, "s2": 8.76, "relative_energy_ev": 0.896, "species": ["Mn", "S", "C", "S", "C", "C", "S", "S", "S", "S", "C", "N", "C", "C", "N", "C", "C", "C", "C", "C", "C", "C", "C", "S", "C", "C", "C", "C", "C", "C", "C", "H", "H", "H", "H", "H", "H", "H", "H", "H", "H", "H", "H", "H", "H", "H", "H", "H", "H", "C", "Si", "C", "C", "C", "C", "C", "C", "C", "C", "N", "Si", "C", "C", "C", "H", "H", "H", "H", "H", "H", "H", "H", "H", "H", "H", "H", "H", "H", "H", "H", "H", "H", "H", "H", "H", "H"], "coordinates": [[1.4807, 1.4896, 0.3857], [-1.8401, 7.6168, 1.9805], [-0.9258, 6.3041, 1.5495], [-0.9454, 5.5627, -0.0136], [-0.0511, 4.0876, 0.4245], [0.4907, 3.9750, 1.6492], [1.2584, 2.6241, 2.4310], [0.1271, 5.3770, 2.6549], [-0.0441, 2.8465, -0.7839], [-1.2542, -1.0399, 3.4154], [-2.5265, -0.9909, 2.3763], [-2.9671, -2.0379, 1.6109], [-4.0525, -1.8614, 0.7014], [-3.9498, -0.5258, 0.0220], [-3.9972, 0.5249, 1.0686], [-5.0950, 1.4807, 0.9007], [-5.0680, 2.2060, -0.4318], [-6.1505, 2.1020, -1.2900], [-6.2235, 2.8840, -2.4503], [-5.1013, 3.6765, -2.8036], [-3.9921, 3.7139, -1.9640], [-3.9284, 2.9283, -0.8276], [-3.5693, 0.1624, 2.2997], [-4.2092, 0.6425, 3.6879], [-2.7471, -3.4107, 2.0490], [-1.7455, -4.1473, 1.2644], [-2.1135, -5.1806, 0.4086], [-1.1806, -5.9810, -0.2362], [0.1700, -5.7205, -0.0991], [0.5379, -4.7055, 0.7949], [-0.3870, -3.9852, 1.4992], [-5.0031, -1.9772, 1.2576], [-4.0224, -2.6391, -0.0600], [-4.8855, -0.4298, -0.5500], [-3.0998, -0.4804, -0.6289], [-5.0394, 2.2121, 1.6841], [-6.0344, 1.0224, 1.0008], [-6.9973, 1.4555, -0.9563], [-7.0248, 2.7673, -3.1656], [-5.0507, 4.1838, -3.7781], [-3.0126, 4.1269, -2.2851], [-3.0764, 2.8865, -0.2174], [-3.6811, -3.8647, 1.9542], [-2.4577, -3.3309, 3.1100], [-3.1908, -5.3609, 0.3707], [-1.5965, -6.6962, -0.9468], [0.9257, -6.3025, -0.5767], [1.5126, -4.4641, 0.9561], [0.0703, -3.2639, 2.1801], [5.6144, 0.5669, -2.4474], [4.2526, 1.4796, -1.5378], [3.1520, 2.1688, -2.8593], [5.0928, 2.9928, -0.6335], [3.2762, 0.4101, -0.3934], [2.3349, -0.4734, -0.9730], [2.6380, -1.3938, -1.9717], [1.7288, -2.3418, -2.3484], [0.4620, -2.3066, -1.8125], [0.0926, -1.3099, -0.9102], [1.0200, -0.4457, -0.4991], [4.0362, -0.3132, 1.1522], [2.7657, -1.4296, 1.8539], [4.4639, 0.8813, 2.5532], [5.5516, -1.3613, 0.5231], [6.1259, 1.2740, -3.0830], [5.1950, -0.1817, -3.1022], [6.3242, 0.0271, -1.8287], [3.6903, 2.5821, -3.7169], [2.5552, 2.9823, -2.4310], [2.5076, 1.3577, -3.2692], [5.6828, 3.3985, -1.4183], [5.7226, 2.6408, 0.1912], [4.3608, 3.6677, -0.3133], [3.6394, -1.4024, -2.3691], [2.0541, -3.1072, -3.0463], [-0.3045, -3.0958, -2.0778], [-0.8999, -1.2198, -0.4906], [1.9636, -0.7772, 2.3425], [3.1495, -2.0827, 2.6031], [2.2633, -2.2042, 1.1683], [3.5841, 1.0725, 3.1685], [4.8934, 1.7398, 2.1064], [5.2740, 0.4669, 3.2131], [5.2338, -1.9486, -0.3429], [5.8342, -2.0875, 1.2622], [6.3328, -0.6891, 0.1151]], "forces_ev_per_a": [[0.1, -0.2, 0.0], [0.5, -0.2, -0.1], [0.4, -0.8, 0.6], [0.4, -0.5, 0.8], [-0.2, 0.1, -0.6], [-0.8, 1.1, 0.3], [0.1, 0.2, 0.3], [-0.6, 0.8, -0.2], [-0.3, 0.0, -0.8], [-0.4, 0.2, -0.4], [-1.0, 0.0, -0.4], [1.0, 0.2, 0.8], [-0.5, -0.1, -0.1], [-1.5, 0.2, 0.8], [0.0, -0.4, -0.7], [1.4, 0.9, -0.6], [0.9, -0.4, -0.1], [-1.1, 0.3, 0.3], [1.5, 0.0, -0.3], [-0.7, -0.4, 0.0], [1.5, -0.7, -0.7], [-2.3, 0.0, 0.0], [0.9, -0.7, -0.8], [-0.5, 0.7, 1.3], [1.1, 1.5, 0.8], [1.0, -1.1, 0.2], [-0.6, 0.5, 0.7], [-0.6, 0.1, -0.9], [-0.4, 0.6, 0.9], [-2.0, -1.4, -1.0], [0.6, 0.8, 0.0], [0.0, 0.2, -0.3], [0.1, -0.2, 0.0], [0.5, 0.2, -0.2], [0.5, 0.3, -0.3], [0.2, 0.3, 0.5], [-1.4, -1.0, 0.3], [0.6, 0.6, -0.5], [-0.2, 0.1, 0.1], [-0.2, -0.1, 0.6], [-1.0, 0.2, 0.1], [1.2, 0.1, 0.6], [-1.7, -1.0, 0.0], [-0.1, -0.3, -0.4], [0.3, -0.2, -0.5], [0.5, -0.2, 0.3], [0.3, -0.3, -0.4], [2.8, 0.4, 0.3], [-0.8, 0.1, 0.0], [0.1, -0.1, 0.1], [0.5, 0.4, 1.0], [-0.4, -0.1, -0.6], [0.0, -2.9, -0.5], [0.6, 1.8, 1.2], [-2.0, -1.3, -0.5], [0.5, 0.0, 0.0], [0.1, -0.2, -0.3], [-2.5, -1.3, -0.1], [1.6, -0.2, -0.5], [0.9, 0.3, 0.0], [0.7, -0.1, -1.2], [-2.4, -1.0, -0.3], [0.8, -1.7, 0.4], [-0.9, 1.0, -0.4], [0.4, 0.2, -0.2], [-0.3, -0.3, -0.4], [0.2, 0.2, 0.2], [0.2, 0.0, 0.1], [-0.3, -0.3, -0.2], [0.1, 0.6, 0.3], [0.8, 0.7, -0.5], [0.0, 0.3, -0.1], [-1.0, 1.1, 0.6], [0.1, 0.0, 0.0], [-0.3, 0.0, 0.0], [1.0, 1.0, 0.3], [0.0, 0.0, 0.0], [0.8, -1.0, -0.6], [0.6, -0.3, 1.1], [0.5, 1.5, 0.5], [0.1, 0.3, -0.2], [0.1, 1.3, -0.2], [-0.7, 0.1, -0.5], [-0.3, 0.1, 0.0], [0.8, -0.1, 0.5], [0.0, -0.5, 0.8]]}